{
  "formula": "C81H171N9O9",
  "method": "ωB97M-V with the def2-TZVPD basis set",
  "energy_ha": -4358.2038,
  "e_above_lowest_kcal_mol": 176.92,
  "e_lumo_ev": 0.534,
  "homo_ev": -8.08,
  "homo_lumo_gap_ev": 8.61,
  "species": ["C", "C", "C", "C", "C", "C", "C", "C", "C", "N", "O", "H", "H", "H", "H", "H", "H", "H", "H", "H", "H", "H", "H", "H", "H", "H", "H", "H", "H", "H", "C", "C", "C", "C", "C", "C", "C", "C", "C", "N", "O", "H", "H", "H", "H", "H", "H", "H", "H", "H", "H", "H", "H", "H", "H", "H", "H", "H", "H", "H", "C", "C", "C", "C", "C", "C", "C", "C", "C", "N", "O", "H", "H", "H", "H", "H", "H", "H", "H", "H", "H", "H", "H", "H", "H", "H", "H", "H", "H", "H", "C", "C", "C", "C", "C", "C", "C", "C", "C", "N", "O", "H", "H", "H", "H", "H", "H", "H", "H", "H", "H", "H", "H", "H", "H", "H", "H", "H", "H", "H", "C", "C", "C", "C", "C", "C", "C", "C", "C", "N", "O", "H", "H", "H", "H", "H", "H", "H", "H", "H", "H", "H", "H", "H", "H", "H", "H", "H", "H", "H", "C", "C", "C", "C", "C", "C", "C", "C", "C", "N", "O", "H", "H", "H", "H", "H", "H", "H", "H", "H", "H", "H", "H", "H", "H", "H", "H", "H", "H", "H", "C", "C", "C", "C", "C", "C", "C", "C", "C", "N", "O", "H", "H", "H", "H", "H", "H", "H", "H", "H", "H", "H", "H", "H", "H", "H", "H", "H", "H", "H", "C", "C", "C", "C", "C", "C", "C", "C", "C", "N", "O", "H", "H", "H", "H", "H", "H", "H", "H", "H", "H", "H", "H", "H", "H", "H", "H", "H", "H", "H", "C", "C", "C", "C", "C", "C", "C", "C", "C", "N", "O", "H", "H", "H", "H", "H", "H", "H", "H", "H", "H", "H", "H", "H", "H", "H", "H", "H", "H", "H"],
  "coordinates": [[-20.946, 17.320, 9.864], [-19.840, 16.387, 9.414], [-20.302, 15.414, 8.330], [-18.731, 17.304, 8.857], [-17.316, 16.693, 8.807], [-16.970, 16.004, 10.165], [-18.032, 14.959, 10.684], [-17.971, 13.674, 9.831], [-17.746, 14.515, 12.070], [-19.389, 15.580, 10.596], [-20.418, 14.919, 11.260], [-21.394, 17.972, 9.113], [-21.784, 16.811, 10.339], [-20.642, 17.900, 10.735], [-21.205, 14.964, 8.742], [-20.597, 15.881, 7.390], [-19.535, 14.654, 8.183], [-18.940, 17.461, 7.799], [-18.713, 18.294, 9.314], [-17.331, 16.006, 7.960], [-16.593, 17.450, 8.504], [-16.767, 16.859, 10.811], [-15.990, 15.554, 10.005], [-17.849, 13.834, 8.760], [-18.615, 12.853, 10.149], [-17.021, 13.191, 10.058], [-16.752, 14.069, 12.058], [-18.364, 13.716, 12.480], [-17.921, 15.326, 12.776], [-20.735, 15.689, 11.738], [-25.551, 5.694, 8.014], [-24.703, 5.766, 9.304], [-24.142, 7.176, 9.449], [-25.714, 5.334, 10.450], [-26.065, 3.826, 10.539], [-24.799, 2.968, 10.388], [-23.727, 3.331, 9.264], [-22.461, 2.604, 9.692], [-24.199, 2.891, 7.852], [-23.578, 4.815, 9.346], [-22.462, 5.140, 8.464], [-26.362, 4.969, 8.088], [-25.911, 6.705, 7.824], [-24.956, 5.564, 7.110], [-23.333, 7.515, 8.802], [-24.868, 7.976, 9.594], [-23.730, 7.303, 10.450], [-25.282, 5.664, 11.395], [-26.656, 5.849, 10.258], [-26.621, 3.724, 11.471], [-26.853, 3.663, 9.803], [-25.238, 2.048, 10.003], [-24.322, 2.828, 11.358], [-21.795, 2.359, 8.864], [-22.689, 1.711, 10.273], [-21.961, 3.257, 10.408], [-25.178, 3.228, 7.511], [-24.035, 1.816, 7.775], [-23.547, 3.425, 7.161], [-21.729, 5.229, 9.078], [-21.307, 11.115, 13.249], [-22.473, 10.971, 12.196], [-22.070, 10.079, 11.010], [-23.634, 10.141, 12.913], [-24.462, 10.977, 13.839], [-24.831, 12.344, 13.266], [-23.724, 13.156, 12.568], [-24.457, 14.253, 11.750], [-22.838, 13.748, 13.700], [-23.003, 12.241, 11.652], [-22.247, 12.837, 10.675], [-20.618, 11.912, 12.970], [-21.618, 11.073, 14.293], [-20.609, 10.287, 13.124], [-21.212, 10.463, 10.459], [-22.039, 8.995, 11.120], [-22.853, 10.165, 10.257], [-24.190, 9.581, 12.160], [-23.239, 9.322, 13.514], [-25.424, 10.556, 14.132], [-23.881, 11.119, 14.750], [-25.295, 12.914, 14.071], [-25.601, 12.217, 12.504], [-23.643, 14.902, 11.426], [-25.189, 14.793, 12.350], [-24.961, 14.032, 10.809], [-21.809, 13.980, 13.424], [-22.715, 12.986, 14.470], [-23.164, 14.603, 14.293], [-21.570, 13.392, 11.068], [-24.932, 12.162, 6.183], [-25.349, 12.969, 7.442], [-24.226, 13.996, 7.765], [-26.629, 13.741, 7.067], [-27.844, 12.920, 6.961], [-28.079, 12.116, 8.213], [-26.816, 11.265, 8.695], [-27.138, 10.739, 10.154], [-26.660, 9.955, 7.809], [-25.702, 12.216, 8.666], [-24.560, 11.530, 9.158], [-25.776, 11.708, 5.663], [-24.415, 12.817, 5.483], [-24.101, 11.534, 6.507], [-23.747, 14.285, 6.830], [-24.490, 14.990, 8.126], [-23.393, 13.740, 8.421], [-26.930, 14.498, 7.791], [-26.361, 14.253, 6.143], [-28.704, 13.470, 6.580], [-27.703, 12.277, 6.092], [-28.934, 11.448, 8.113], [-28.278, 12.852, 8.992], [-27.530, 11.647, 10.611], [-26.303, 10.234, 10.640], [-27.902, 9.962, 10.186], [-26.693, 10.285, 6.771], [-27.408, 9.193, 8.024], [-25.667, 9.538, 7.979], [-24.292, 12.080, 9.898], [-33.097, 10.441, 14.803], [-31.582, 10.334, 14.831], [-31.219, 10.181, 16.247], [-31.147, 9.114, 14.068], [-29.660, 9.083, 13.675], [-29.268, 10.390, 13.034], [-29.676, 11.650, 13.770], [-28.738, 11.788, 14.959], [-29.471, 12.841, 12.819], [-31.128, 11.544, 14.133], [-31.687, 12.738, 14.626], [-33.572, 9.530, 15.165], [-33.466, 11.193, 15.501], [-33.441, 10.804, 13.834], [-31.660, 9.411, 16.880], [-30.173, 9.934, 16.427], [-31.198, 11.196, 16.643], [-31.497, 8.233, 14.607], [-31.629, 9.016, 13.096], [-29.198, 8.843, 14.633], [-29.439, 8.184, 13.100], [-29.744, 10.457, 12.055], [-28.188, 10.344, 12.894], [-28.614, 10.926, 15.615], [-29.124, 12.592, 15.585], [-27.716, 12.021, 14.659], [-29.199, 13.706, 13.423], [-30.418, 13.132, 12.365], [-28.831, 12.621, 11.964], [-32.396, 12.984, 14.027], [-32.794, 4.313, 7.666], [-32.813, 5.315, 8.806], [-34.286, 5.811, 8.919], [-32.472, 4.683, 10.134], [-31.000, 4.451, 10.488], [-30.154, 5.707, 10.231], [-30.421, 6.412, 8.840], [-29.810, 7.862, 9.042], [-29.562, 5.616, 7.814], [-31.909, 6.444, 8.599], [-32.229, 7.310, 7.535], [-33.413, 4.569, 6.806], [-31.801, 4.134, 7.255], [-33.065, 3.391, 8.181], [-34.528, 6.308, 7.980], [-35.052, 5.085, 9.191], [-34.337, 6.665, 9.594], [-32.898, 5.289, 10.933], [-33.004, 3.756, 10.350], [-30.700, 4.233, 11.513], [-30.695, 3.550, 9.956], [-29.144, 5.299, 10.281], [-30.348, 6.474, 10.980], [-28.831, 7.904, 9.520], [-30.391, 8.475, 9.731], [-29.771, 8.459, 8.131], [-29.738, 6.040, 6.826], [-29.790, 4.550, 7.848], [-28.495, 5.800, 7.937], [-32.638, 8.065, 7.963], [-22.046, 11.129, 2.926], [-20.780, 11.635, 3.632], [-19.587, 11.047, 2.938], [-20.693, 13.141, 3.492], [-19.589, 13.902, 4.278], [-19.670, 13.502, 5.752], [-19.656, 11.940, 5.918], [-18.275, 11.411, 5.636], [-19.965, 11.818, 7.472], [-20.772, 11.365, 5.083], [-21.095, 10.068, 5.372], [-22.293, 10.071, 3.012], [-22.918, 11.591, 3.389], [-21.940, 11.382, 1.871], [-18.750, 11.741, 2.855], [-19.344, 10.064, 3.341], [-19.752, 10.883, 1.873], [-20.557, 13.345, 2.430], [-21.749, 13.407, 3.547], [-18.590, 13.694, 3.893], [-19.699, 14.986, 4.238], [-20.564, 13.971, 6.164], [-18.781, 13.869, 6.264], [-17.641, 12.156, 5.155], [-18.315, 10.487, 5.060], [-17.740, 11.112, 6.537], [-19.188, 12.188, 8.142], [-19.955, 10.783, 7.814], [-20.904, 12.335, 7.672], [-21.941, 10.259, 5.783], [-25.311, 17.385, 6.089], [-24.205, 18.356, 5.503], [-24.715, 19.794, 5.646], [-22.926, 18.100, 6.364], [-21.626, 18.618, 5.794], [-21.550, 17.860, 4.466], [-22.712, 18.182, 3.402], [-22.590, 19.639, 2.904], [-22.661, 17.318, 2.157], [-23.974, 17.871, 4.151], [-25.030, 18.077, 3.297], [-26.239, 17.346, 5.518], [-25.011, 16.346, 5.959], [-25.534, 17.410, 7.156], [-23.797, 20.344, 5.854], [-25.228, 20.231, 4.790], [-25.376, 20.026, 6.482], [-23.002, 18.661, 7.295], [-22.834, 17.042, 6.611], [-21.653, 19.697, 5.643], [-20.792, 18.339, 6.438], [-21.440, 16.788, 4.634], [-20.560, 18.131, 4.100], [-21.798, 19.962, 2.229], [-22.523, 20.257, 3.799], [-23.520, 20.022, 2.483], [-22.813, 16.245, 2.272], [-21.660, 17.497, 1.766], [-23.395, 17.675, 1.434], [-25.262, 17.166, 3.103], [-33.052, 13.397, 10.422], [-32.824, 12.077, 9.635], [-31.414, 11.985, 8.891], [-32.825, 10.906, 10.735], [-33.247, 9.565, 10.114], [-34.629, 9.766, 9.478], [-34.639, 10.817, 8.342], [-34.002, 10.295, 7.047], [-36.164, 10.980, 7.983], [-33.971, 12.062, 8.772], [-33.852, 13.014, 7.739], [-32.702, 14.272, 9.875], [-34.091, 13.586, 10.693], [-32.546, 13.453, 11.386], [-31.393, 11.062, 8.313], [-31.248, 12.823, 8.214], [-30.585, 11.898, 9.593], [-31.850, 10.766, 11.202], [-33.604, 11.141, 11.460], [-32.560, 9.279, 9.317], [-33.270, 8.757, 10.844], [-35.384, 9.966, 10.239], [-34.965, 8.797, 9.107], [-32.994, 9.904, 7.183], [-34.027, 11.041, 6.253], [-34.542, 9.396, 6.747], [-36.381, 11.856, 7.372], [-36.850, 11.062, 8.825], [-36.532, 10.073, 7.503], [-34.360, 13.747, 8.095]],
  "forces_ev_per_angstrom": [[-0.992, -0.124, 1.293], [0.430, -0.367, -0.174], [-0.524, 0.065, 0.567], [1.033, -0.319, -0.444], [-1.166, -0.723, 0.569], [-0.064, 0.459, -1.243], [-1.388, -0.110, -1.902], [1.927, -0.339, 0.088], [0.036, -0.052, 1.367], [2.350, 2.415, -0.556], [-0.126, -0.032, -0.058], [0.397, -0.063, -0.210], [-0.349, -0.604, -0.564], [0.644, 0.559, -0.298], [-0.043, -0.530, -0.185], [0.208, 0.172, -0.051], [-0.383, 0.197, -0.219], [-0.554, 0.315, 0.008], [-0.074, -0.124, 0.388], [0.177, -0.496, 0.130], [0.120, 0.065, 0.410], [-0.453, -0.299, 0.749], [-0.061, -0.565, 0.345], [-0.742, -0.041, -0.003], [-0.884, 0.552, -0.361], [0.550, 0.110, 0.142], [0.278, 0.558, 0.457], [-0.447, -0.133, -0.614], [0.705, 0.193, 0.098], [-0.630, -0.460, 0.697], [0.551, 0.931, -0.538], [-0.805, -1.227, -1.023], [0.242, 0.644, 2.070], [0.875, 0.403, -0.199], [0.716, 2.056, -0.600], [-1.034, -0.462, -1.173], [-2.855, 1.132, 0.761], [0.240, 0.526, 0.168], [0.877, 0.450, 0.278], [1.829, -0.902, 0.843], [-1.175, 0.271, -0.017], [0.094, 0.122, -0.268], [-0.762, -0.020, 0.280], [0.205, -0.610, 0.085], [-0.409, -0.426, -0.484], [-0.688, -0.173, -1.000], [0.642, -0.634, 0.342], [-0.079, 0.094, 0.163], [0.082, 0.473, 0.196], [0.447, -0.457, 0.306], [0.329, -0.521, -0.484], [0.555, -0.745, 0.535], [0.080, -0.020, -0.123], [-0.001, 0.075, 0.056], [-0.154, -0.207, -0.364], [0.294, 0.042, -0.065], [-0.246, -0.471, 0.651], [-0.305, -0.005, -0.329], [0.386, -0.369, -0.153], [0.025, 0.130, 0.108], [0.448, -0.683, -1.345], [0.016, -1.515, 1.141], [-0.359, 0.788, -1.299], [0.389, 0.136, -0.651], [-0.222, 1.083, 0.069], [-0.176, -0.418, -0.551], [-0.757, -0.012, 0.363], [1.366, 0.500, -0.059], [0.729, -0.306, 0.363], [-2.039, -1.045, 1.328], [0.357, 0.144, -0.613], [-0.380, 0.686, 0.450], [0.001, 0.584, -0.146], [-0.300, -0.596, 0.006], [0.396, -0.205, 0.333], [0.506, 0.122, 0.910], [-0.335, 0.266, -0.025], [-0.425, 0.523, -0.325], [0.726, 0.060, -0.060], [0.156, -0.566, 0.065], [-0.072, 0.057, 0.247], [0.118, 0.390, -0.051], [-0.222, -0.232, -0.068], [-0.197, 0.690, 0.049], [0.290, 0.059, 0.270], [-0.027, -1.002, 0.109], [0.039, 0.085, -0.475], [0.005, -0.176, -0.065], [-0.711, 0.258, -0.586], [0.601, 0.384, 0.287], [0.846, 0.527, 0.742], [-0.778, 0.690, 0.231], [0.584, 0.617, -0.479], [0.728, 1.382, 0.303], [-0.306, -1.718, -1.957], [0.763, -0.627, 0.537], [-1.829, -1.177, -0.694], [0.250, 1.018, -1.194], [0.666, 1.639, -0.012], [0.327, -0.525, 0.588], [0.032, -0.169, -0.511], [0.410, -0.404, 0.231], [-0.356, 0.346, -0.111], [-0.400, -0.874, -0.143], [0.125, -0.266, -0.296], [-1.022, -0.149, 0.373], [-0.238, -0.883, 0.061], [0.847, 0.381, 0.370], [-0.361, 0.186, -0.177], [-0.215, 0.424, 0.722], [0.013, -0.729, -0.020], [0.016, 0.018, 0.039], [-0.191, -0.100, 0.378], [0.339, -0.323, 0.967], [0.364, 0.710, 0.099], [-0.402, 0.267, -0.553], [-0.205, -0.526, -0.103], [-0.095, 0.259, -0.025], [0.019, -0.076, 0.064], [0.427, -0.071, 0.538], [-0.767, 0.346, 0.334], [-1.535, 0.105, -0.879], [2.610, 0.897, 2.126], [0.084, -0.704, -2.051], [-1.054, -0.710, 1.991], [-0.180, -0.879, -0.563], [-0.002, -0.161, 0.380], [0.115, 0.606, 0.951], [-1.035, 0.285, 0.389], [1.056, -0.750, -1.449], [0.832, 0.075, 0.920], [-0.015, -0.252, -0.542], [0.316, 0.163, 0.194], [-0.139, -0.628, -0.239], [-1.037, 0.394, -0.324], [0.387, -0.239, -0.588], [-0.822, -0.080, 0.782], [0.358, -0.118, 0.242], [-0.752, 0.444, -0.107], [0.945, 0.573, 0.049], [-0.088, 0.238, -0.515], [0.071, -0.256, -0.320], [0.095, 0.533, -0.195], [-0.395, -0.228, -0.284], [0.237, 0.209, 0.152], [-0.037, 0.315, -0.306], [0.509, 0.107, -0.384], [-0.222, -0.204, -0.012], [0.484, 0.104, 0.466], [0.009, -0.202, -0.321], [0.713, -0.886, 0.068], [-0.500, 0.290, -0.743], [0.732, 1.492, -0.425], [0.275, -0.303, 2.598], [0.102, 0.609, -0.663], [-0.906, -0.401, -1.427], [1.035, -0.531, 1.318], [-1.037, -0.067, -0.392], [-0.651, 1.159, -0.483], [1.478, 1.303, 1.561], [0.004, -0.777, -0.482], [-0.280, -0.058, 0.314], [0.134, 0.135, 0.176], [-0.524, -0.402, -0.799], [-0.298, -0.463, -0.324], [0.380, -0.230, -0.112], [0.083, -0.230, 0.626], [0.055, 0.666, -0.046], [-0.206, -0.278, -0.777], [-1.112, -0.312, 0.405], [0.589, 0.217, -0.481], [0.426, 0.846, -0.041], [0.071, -0.284, 0.388], [0.263, -0.750, -0.306], [-0.587, -0.232, 0.128], [0.106, -0.229, -0.263], [-0.357, -0.361, -0.301], [0.122, 0.071, -0.111], [0.001, -0.171, 0.560], [-0.105, 0.127, 0.066], [-0.331, 0.173, 0.814], [1.014, -0.327, 0.511], [0.836, -0.805, -1.330], [-0.417, 0.728, -1.333], [-1.060, -0.533, 0.582], [0.315, -0.869, -1.289], [-1.152, 1.308, 1.622], [0.866, -0.900, 0.020], [-0.069, -1.007, -0.956], [0.411, 3.047, 0.108], [-0.155, -1.183, 0.513], [0.748, -0.178, -0.001], [-0.161, 0.451, -0.251], [-0.325, 0.100, 0.059], [0.350, -0.277, 0.839], [0.351, 0.147, 0.009], [-0.581, -0.158, -0.154], [0.414, -0.091, -0.330], [0.071, 1.137, 1.159], [-0.088, -0.209, -0.257], [-0.229, 0.053, -0.396], [-0.005, -0.373, 0.207], [-0.076, 0.126, 0.246], [0.000, -0.200, -0.340], [0.119, 0.259, -0.167], [-0.114, 0.204, 0.296], [0.141, 0.735, -0.703], [-0.732, -0.333, -0.316], [-0.086, -0.302, 0.288], [-0.250, -0.939, 0.287], [0.354, -0.988, -0.606], [-1.677, -1.396, 1.395], [0.957, 0.820, 0.002], [-0.401, 1.197, 0.909], [-1.305, -1.344, -1.307], [1.053, 0.838, -1.352], [0.709, -0.122, 1.549], [-0.951, 0.984, 1.399], [0.490, -0.047, -0.095], [2.710, -0.024, -0.040], [-1.425, 0.133, -0.390], [-0.184, 0.872, 0.052], [0.686, -0.121, -0.099], [0.072, 0.816, 0.030], [-0.154, 0.764, -0.239], [0.271, -0.368, -0.308], [0.039, -0.681, 0.257], [-0.872, -0.264, 0.418], [-0.052, -0.067, -0.116], [0.153, 0.005, 0.055], [0.053, 0.139, -0.005], [-0.552, -0.178, 0.142], [-0.010, 0.071, -1.020], [0.251, -0.738, 0.051], [0.376, 0.262, 0.051], [-0.202, -0.493, -0.345], [0.063, -0.026, 0.425], [-0.005, -0.252, -0.393], [0.106, 0.059, -0.023], [-0.523, 0.042, -0.329], [1.043, 0.548, 0.393], [1.539, -0.068, 1.655], [-1.291, 0.025, 0.470], [-0.885, -0.224, -1.681], [-0.604, 0.839, -0.360], [0.693, -0.447, 0.055], [-0.751, -0.214, -0.658], [0.058, -1.026, 0.279], [0.117, 0.518, 0.466], [-1.792, -1.496, 0.360], [0.078, -0.282, -0.034], [0.022, 0.030, -0.202], [-0.203, -0.447, -0.373], [0.500, -0.285, 0.018], [-0.072, -0.016, -0.159], [-0.030, -0.011, 0.058], [-0.150, 0.304, 0.216], [-0.046, 0.657, 0.116], [0.226, 0.144, 0.342], [0.317, -0.041, 0.140], [0.068, 0.014, 0.074], [0.119, 0.589, 0.161], [-0.043, 0.017, -0.605], [0.344, 0.547, 0.029], [0.069, -0.099, 0.111], [-0.283, 0.104, -0.335], [0.255, -0.138, -0.332], [0.425, 0.244, 0.555], [0.311, 0.065, -0.406], [-0.114, 0.247, -0.174]]
}